Computed, not measured: an isolated molecule of C5H9NO, with wB97M-V/def2-TZVPD.

The geometry in XYZ format:
```
16
Properties=species:S:1:pos:R:3:mulliken_charge:R:1
C 0.527 1.678 -0.009 -1.442
C -0.082 0.741 -1.022 0.212
N 0.740 -0.395 -1.433 -0.645
C -0.520 -0.654 -0.743 -0.061
C -0.471 -1.383 0.600 -0.534
C -0.160 -0.539 1.821 -0.195
O -0.981 0.152 2.376 -0.485
H 1.274 1.149 0.589 0.393
H 1.042 2.496 -0.522 0.372
H -0.226 2.102 0.662 0.281
H -0.657 1.240 -1.803 0.414
H 0.664 -0.584 -2.429 0.239
H -1.341 -1.001 -1.370 0.426
H 0.263 -2.193 0.532 0.287
H -1.457 -1.824 0.782 0.328
H 0.877 -0.604 2.212 0.410
```

Properties
F_max, hartree/bohr: 0.009
SMILES: C[C@H]1N[C@H]1CC=O
Spin multiplicity: 1
E, eV: -8867.035
ΔE to the lowest compared entry with this formula, charge and spin, eV: 2.1773